Record 1
Density functional theory data (ωB97M-V/def2-TZVPD) for a 2-piece molecular cluster, C7H10O overall at a distorted geometry.

Geometry as XYZ:
```
18
Properties=species:S:1:pos:R:3:forces:R:3:mulliken_charge:R:1
C 2.0420 -1.7295 -0.8621 1.28 -1.53 1.77 -1.292
C 1.0800 -0.5975 -0.8201 -1.08 0.60 -0.07 0.601
C 0.3579 -0.2250 -1.9462 0.05 0.00 0.56 -0.230
C -0.4371 0.9065 -1.9329 0.81 0.23 -0.80 -0.495
C -0.5298 1.7224 -0.7960 -0.02 1.00 -0.60 -0.160
C 0.2042 1.4533 0.3687 -1.54 -2.51 -1.46 -0.738
C 0.8831 0.2110 0.3007 2.10 0.75 2.07 -0.182
H 3.0715 -1.3308 -0.9602 -0.43 -0.24 -0.14 0.261
H 2.0809 -2.3414 0.1071 -0.22 1.08 -1.03 0.299
H 1.9047 -2.5224 -1.6130 -0.28 0.74 -0.16 0.360
H 0.4344 -0.7939 -2.8515 0.11 -0.24 -0.36 0.351
H -0.7284 1.1600 -2.9705 -0.73 0.40 1.10 0.270
H -1.1047 2.6456 -0.8977 0.04 -0.26 0.21 0.325
H -0.0465 1.9250 1.3218 0.66 0.15 -0.42 0.366
H 1.5210 -0.0040 1.1965 -0.74 -0.19 -0.68 0.264
O -2.8474 -0.8368 4.1377 -0.09 -0.53 -0.21 -0.636
H -3.4077 -1.5771 4.4032 -0.05 0.24 0.22 0.322
H -2.4330 -1.1989 3.3454 0.15 0.30 -0.03 0.313
```
Positions in Å, forces in eV/Å.

Output
SMILES: Cc1ccccc1.O
HOMO (eV): -9.04
Frontier orbital gap (eV): 9.8
Charge: 0

***

Record 2
Density functional theory data (ωB97M-V/def2-TZVPD) for one molecule with the formula C18H21N3O4 at a distorted geometry.

Geometry as XYZ:
```
46
Properties=species:S:1:pos:R:3:forces:R:3:mulliken_charge:R:1
C -2.5567 -2.9485 -0.6723 -0.15 0.24 0.34 -1.246
C -3.6287 -2.2924 0.1864 -0.12 -0.33 -0.49 0.178
O -3.0883 -1.6354 1.3408 0.30 0.35 0.24 -0.544
C -2.3736 -0.5137 1.0974 -0.02 0.05 -0.06 -0.158
C -1.0053 -0.2998 0.9060 -0.27 0.42 0.03 1.163
C 0.1433 -1.1075 0.8581 0.17 -0.14 -0.05 -0.832
C 1.3480 -0.5057 0.6347 -0.12 -0.38 0.01 -0.814
C 1.4590 0.8993 0.4710 -0.53 0.46 0.19 0.847
C 2.7860 1.5397 0.2387 0.00 -0.09 -0.21 0.270
O 3.0917 2.6211 0.7006 -0.01 0.29 0.16 -0.669
N 3.6161 0.8340 -0.5713 0.06 -0.23 -0.24 -0.187
C 4.9729 1.2609 -0.8471 0.09 -0.11 0.00 -0.991
C 5.9694 0.3133 -0.2656 -0.05 0.42 0.76 0.485
C 6.3914 0.1201 1.0171 -0.23 0.21 -0.60 -0.394
C 7.3114 -0.9559 0.9739 0.10 -0.27 -0.47 -0.452
C 7.3768 -1.3383 -0.3290 0.35 -0.27 0.73 -0.428
O 6.5656 -0.5810 -1.0871 -0.19 0.12 -0.44 -0.353
C 0.3576 1.7155 0.5549 0.55 0.00 -0.08 -0.735
C -0.8954 1.1221 0.7639 -0.58 -0.97 0.14 -0.005
N -2.0968 1.6992 0.8648 0.09 0.94 -0.10 -1.364
N -2.9555 0.7065 1.0634 0.51 -0.77 0.11 1.030
C -4.3559 0.9970 1.2130 -0.55 0.25 -0.40 -0.839
C -4.9331 1.5328 -0.0967 0.03 0.03 0.15 -0.607
O -4.9504 0.4900 -1.0464 0.10 -0.08 0.31 -0.199
C -5.3533 0.9147 -2.3234 -0.01 0.07 -0.08 -0.839
H -1.8839 -2.1976 -1.0808 0.06 0.02 -0.08 0.366
H -1.9776 -3.6534 -0.0805 0.06 -0.10 0.02 0.272
H -3.0275 -3.4812 -1.4941 -0.04 -0.06 -0.11 0.421
H -4.3012 -3.0457 0.6030 0.02 0.10 -0.07 0.399
H -4.2058 -1.5756 -0.4088 0.04 -0.10 0.17 -0.057
H 0.0649 -2.1742 1.0047 0.06 -0.11 0.01 0.467
H 2.2460 -1.1075 0.6232 0.05 -0.06 0.01 0.481
H 3.3226 -0.0583 -0.9344 -0.08 0.11 0.06 0.253
H 5.1297 1.3316 -1.9283 0.02 0.10 0.13 0.315
H 5.0731 2.2497 -0.3908 0.05 -0.15 -0.16 0.403
H 6.0855 0.6793 1.8771 -0.11 0.18 0.16 0.524
H 7.8471 -1.3797 1.7983 0.15 -0.14 0.12 0.411
H 7.9409 -2.1019 -0.8267 0.03 -0.07 -0.15 0.462
H 0.4565 2.7845 0.4591 0.06 0.14 0.00 0.513
H -4.8634 0.0758 1.5057 0.06 0.12 0.02 0.362
H -4.4747 1.7559 1.9903 0.03 -0.13 -0.04 0.356
H -4.3033 2.3617 -0.4500 -0.09 -0.07 0.06 0.439
H -5.9532 1.9092 0.0730 0.10 -0.02 0.03 0.406
H -6.3707 1.3235 -2.3017 0.02 -0.02 -0.03 0.318
H -5.3278 0.0371 -2.9659 -0.03 0.06 -0.07 0.233
H -4.6735 1.6788 -2.7183 -0.03 -0.03 -0.01 0.340
```
Positions in Å, forces in eV/Å.

Output
SMILES: CCOc1c2ccc(C(=O)NCc3ccco3)cc2nn1CCOC
HOMO (eV): -7.90
Frontier orbital gap (eV): 8.5
Charge: 0

***

Record 3
Density functional theory data (ωB97M-V/def2-TZVPD) for C18H42AsIrNO2S3SbSi3 as an isolated structure at a distorted geometry.

Geometry as XYZ:
```
72
Properties=species:S:1:pos:R:3:forces:R:3:mulliken_charge:R:1
Ir 0.7490 -0.7637 0.3351 -0.92 0.44 -0.52 1.879
N 1.1244 -1.4013 -1.6506 -0.19 0.00 -0.06 -0.658
C 1.6455 -2.7639 -1.8203 -0.26 -0.02 -0.12 -0.577
C 2.8028 -3.0191 -0.8800 0.34 0.11 -0.15 -0.925
C 2.3507 -3.3448 0.5232 -0.01 -0.15 0.26 0.764
O 2.5862 -4.4477 0.9835 -0.08 0.05 0.20 -0.676
O 1.7272 -2.4056 1.1880 0.13 -0.01 -0.17 -1.166
H 0.2597 -1.2708 -2.1851 0.09 0.05 0.10 -0.024
H 1.7774 -0.7147 -2.0240 0.03 0.20 0.02 0.460
H 1.9584 -2.9195 -2.8534 0.02 0.01 -0.10 0.453
H 0.8288 -3.4582 -1.6166 -0.01 -0.03 0.00 0.391
H 3.4445 -2.1304 -0.8537 0.02 -0.05 -0.03 0.260
H 3.3910 -3.8636 -1.2322 0.02 0.01 -0.02 0.359
S 0.4185 4.7686 -1.6322 0.23 0.12 -0.09 -0.724
Sb -0.6577 2.8732 -0.9519 -0.91 0.44 0.19 -0.075
S 1.2332 1.4146 -0.5552 0.30 -1.35 0.51 -0.537
S -1.5980 -0.6637 -0.2054 1.22 0.31 0.17 -0.053
C -3.0052 0.4922 -5.0065 -0.03 -0.03 0.02 -1.724
C -1.5871 0.4563 -4.4239 0.05 0.13 -0.06 2.660
C -0.9419 1.8472 -4.5398 0.00 -0.03 -0.11 -1.678
C -0.7376 -0.5607 -5.2032 0.04 -0.02 0.09 -1.771
C -1.6536 0.0592 -3.0073 0.00 -0.11 -0.26 -0.758
C -1.6763 -0.2567 -1.8425 0.03 -0.12 0.19 -0.713
H -2.9667 0.7770 -6.0614 0.00 0.01 0.03 0.389
H -3.6170 1.2189 -4.4703 0.02 -0.01 -0.01 0.400
H -3.4843 -0.4855 -4.9240 0.00 0.01 -0.02 0.379
H -0.7304 2.0730 -5.5903 -0.05 -0.03 0.02 0.425
H -0.0083 1.8965 -3.9783 0.00 0.01 -0.01 0.324
H -1.5980 2.6209 -4.1435 0.03 -0.01 0.05 0.340
H -0.7526 -0.3259 -6.2709 0.01 0.01 0.03 0.464
H -1.1179 -1.5737 -5.0615 -0.02 -0.02 -0.02 0.375
H 0.3022 -0.5318 -4.8636 -0.06 0.01 -0.01 0.351
C -2.1506 1.9022 2.7145 -0.19 -0.21 0.03 -0.705
Si -0.4219 1.8853 3.4078 -0.01 0.20 -0.30 0.290
C 0.6672 3.2550 2.7665 0.22 -0.04 0.10 -0.792
C -0.5453 2.1225 5.2643 0.04 -0.05 0.09 -1.064
As 0.5611 -0.1683 2.7148 -0.10 0.09 0.15 0.122
Si -0.5586 -1.9330 3.8509 0.09 0.05 0.04 0.672
C -2.0910 -2.3297 2.8684 -0.06 0.02 -0.12 -0.960
C -1.0840 -1.3690 5.5605 -0.02 -0.02 0.12 -1.187
C 0.4988 -3.4594 4.0379 0.02 -0.06 -0.06 -0.989
Si 2.8058 -0.0328 3.4721 0.03 0.05 -0.01 0.394
C 3.7172 1.0147 2.2296 0.04 0.01 0.00 -0.928
C 3.6354 -1.7037 3.6087 -0.04 -0.16 -0.03 -0.999
C 2.8580 0.8141 5.1456 -0.06 0.00 0.13 -1.104
H -2.5127 2.9300 2.6303 0.01 -0.02 -0.01 0.402
H -2.8265 1.3534 3.3826 0.04 0.04 -0.05 0.252
H -2.2014 1.4404 1.7259 0.03 0.10 0.01 0.107
H 0.0899 4.1756 2.6578 -0.01 0.00 -0.03 0.414
H 1.1083 3.0159 1.7987 -0.06 0.03 -0.08 0.148
H 1.4797 3.4457 3.4792 -0.06 0.00 -0.06 0.259
H -1.0351 3.0917 5.4183 0.04 -0.05 -0.02 0.355
H 0.4326 2.1628 5.7464 -0.05 0.00 0.00 0.258
H -1.1459 1.3636 5.7608 -0.02 0.01 0.03 0.286
H -2.8295 -1.5264 2.9406 0.04 -0.02 -0.03 0.268
H -2.5426 -3.2499 3.2528 0.00 0.04 -0.01 0.404
H -1.8631 -2.4716 1.8092 -0.03 -0.07 0.08 0.162
H -1.9188 -0.6677 5.5046 0.03 0.00 0.02 0.279
H -0.2667 -0.8941 6.1091 -0.05 -0.02 -0.01 0.262
H -1.4167 -2.2381 6.1395 0.02 0.04 -0.04 0.411
H 1.0939 -3.6559 3.1423 -0.06 -0.03 0.11 0.086
H -0.1719 -4.3104 4.2027 0.05 0.03 0.01 0.416
H 1.1574 -3.3845 4.9076 0.01 0.01 -0.07 0.290
H 3.5228 0.6612 1.2148 0.05 0.05 0.00 0.130
H 4.7943 0.9637 2.4231 -0.04 0.00 0.00 0.393
H 3.4050 2.0598 2.2710 -0.01 -0.03 -0.05 0.274
H 4.1925 -1.9116 2.6923 -0.02 -0.01 0.03 0.233
H 2.9357 -2.5280 3.7440 0.09 0.07 0.02 0.160
H 4.3384 -1.6941 4.4481 -0.01 0.00 -0.06 0.448
H 2.6003 1.8725 5.0586 0.00 -0.06 0.02 0.247
H 3.8708 0.7474 5.5567 -0.04 0.01 -0.03 0.436
H 2.1731 0.3514 5.8624 0.05 0.03 -0.02 0.258
```
Positions in Å, forces in eV/Å.

Output
Expectation value of S²: 0.761
HOMO (spin up / spin down) (eV): -2.13 / -3.71
Frontier orbital gap (spin up / spin down) (eV): 3.9 / 5.5
Multiplicity: 2
Charge: -1

***

Record 4
Density functional theory data (ωB97M-V/def2-TZVPD) for a 2-piece molecular cluster, C5H12N2O overall at a distorted geometry.

Geometry as XYZ:
```
20
Properties=species:S:1:pos:R:3:forces:R:3:mulliken_charge:R:1
C -0.2028 -1.6189 -0.5157 -2.92 0.51 -0.25 -1.285
C -1.3681 -0.2561 -0.3983 2.79 -2.35 -0.86 -0.188
N -0.9401 0.8599 -1.1355 0.41 -0.05 -0.38 -0.374
N -1.6295 -0.0638 0.9880 1.04 0.11 2.06 -0.395
O -1.9863 1.3038 1.2654 -0.38 -0.23 -0.08 -0.423
H -0.1627 -1.7664 -1.5945 -0.02 -0.05 -0.01 0.316
H 0.7715 -1.8522 -0.1034 0.19 1.11 0.34 0.406
H -0.8207 -2.4049 -0.0848 -0.17 -0.36 -0.20 0.414
H -2.2074 -0.7611 -0.8773 -0.06 0.29 -0.17 0.479
H -1.5371 1.2050 -1.8734 0.27 0.27 0.55 0.181
H -0.3132 1.4717 -0.6251 -0.59 0.21 -0.47 0.210
H -0.7123 -0.1437 1.5118 -1.59 -0.01 -0.95 0.297
H -2.9435 1.2613 1.3876 0.20 0.01 0.08 0.312
C 1.1351 0.4308 1.7663 1.39 -0.04 -1.54 -0.295
C 1.6081 0.2117 0.6672 0.10 1.37 1.94 0.032
C 2.4229 0.3050 -0.5388 -0.15 -0.58 -0.52 -1.105
H 0.9632 0.8251 2.7352 -0.42 -0.21 0.26 0.451
H 1.8189 0.2785 -1.4474 -0.08 -0.03 0.08 0.327
H 2.9778 1.2446 -0.5378 -0.01 -0.09 0.14 0.309
H 3.1262 -0.5305 -0.5894 0.01 0.12 -0.01 0.329
```
Positions in Å, forces in eV/Å.

Output
SMILES: C[C@H](N)NO.C#CC
HOMO (eV): -8.40
Frontier orbital gap (eV): 9.4
Charge: 0

***

Record 5
Density functional theory data (ωB97M-V/def2-TZVPD) for one molecule with the formula C5H8O2.

Geometry as XYZ:
```
15
Properties=species:S:1:pos:R:3:forces:R:3:mulliken_charge:R:1
C 1.1526 -1.5042 -0.4962 -0.04 0.09 0.04 -1.226
C -0.1168 -0.6958 -0.6789 0.17 0.01 -0.12 0.296
O -1.1112 -1.0699 0.3161 -0.08 0.03 0.13 -0.423
C -1.3583 0.2986 0.6436 -0.15 0.22 -0.03 -0.092
C -0.0995 0.9285 1.2063 -0.07 -0.04 0.30 -0.900
C -0.2566 0.7672 -0.2654 -0.04 -0.13 0.05 0.459
O -0.1891 1.8068 -1.1669 0.11 0.23 -0.23 -0.533
H 1.6594 -1.2500 0.4412 -0.08 0.00 -0.17 0.261
H 0.8513 -2.5571 -0.4307 0.17 0.16 -0.10 0.309
H 1.8520 -1.3796 -1.3323 -0.20 0.00 0.17 0.343
H -0.5221 -0.8258 -1.6925 -0.05 -0.05 0.21 0.320
H -2.3830 0.5964 0.8606 0.33 0.03 -0.14 0.384
H -0.1707 1.9727 1.5225 -0.21 -0.34 0.05 0.298
H 0.5563 0.3066 1.8047 0.15 0.06 -0.08 0.173
H 0.1356 2.6057 -0.7321 0.00 -0.29 -0.07 0.329
```
Positions in Å, forces in eV/Å.

Output
SMILES: C[C@H]1O[C@H]2C[C@]21O
HOMO (eV): -8.94
Frontier orbital gap (eV): 9.7
Charge: 0

***

Record 6
Density functional theory data (ωB97M-V/def2-TZVPD) for one molecule with the formula C7H10 at a distorted geometry.

Geometry as XYZ:
```
17
Properties=species:S:1:pos:R:3:forces:R:3:mulliken_charge:R:1
C 1.3300 -0.5083 -1.3084 0.28 0.03 0.14 -1.160
C 0.3580 0.6338 -1.1993 0.23 -0.13 0.22 -0.141
C -0.9614 0.3149 -0.6843 0.19 -1.36 0.69 -0.430
C -0.8497 -1.2268 0.6805 0.05 0.81 -0.79 -0.983
C -0.2744 -0.3848 1.7186 -0.02 0.42 0.14 -0.079
C -0.1222 0.9221 1.4556 0.40 -0.08 0.45 -0.508
C -0.2427 1.3688 0.0697 0.05 -0.38 0.20 -0.218
H 0.9800 -1.2233 -2.0679 0.08 0.24 0.17 0.248
H 2.3298 -0.1686 -1.5779 0.08 -0.06 0.04 0.392
H 1.3585 -1.0393 -0.3559 0.21 0.01 -0.08 0.231
H 0.5411 1.4443 -1.9076 -0.52 -0.33 -0.12 0.456
H -1.9857 0.2421 -0.9806 -0.15 0.16 -0.54 0.471
H -0.5164 -2.2929 0.8426 0.39 0.92 -1.44 0.263
H -1.9085 -1.3235 0.5513 -0.68 0.32 0.80 0.281
H 0.2032 -0.7960 2.6039 -0.58 -0.09 0.24 0.339
H 0.0025 1.6470 2.2450 0.69 0.10 0.11 0.385
H -0.2272 2.4547 -0.0808 -0.69 -0.57 -0.21 0.454
```
Positions in Å, forces in eV/Å.

Output
HOMO (eV): -8.11
Frontier orbital gap (eV): 9.1
Charge: 0

***

- Number 1 is which compound?
  C7H10O